{"formula": "C41H82BBrF2N2O10PS", "method": "ωB97M-V/def2-TZVPD", "species": ["C", "H", "H", "H", "C", "H", "H", "H", "H", "H", "O", "C", "H", "C", "H", "H", "H", "C", "O", "H", "H", "H", "O", "C", "C", "C", "O", "H", "H", "C", "H", "C", "H", "H", "H", "H", "C", "C", "H", "H", "H", "H", "O", "H", "H", "C", "H", "C", "H", "C", "C", "C", "H", "C", "H", "F", "H", "H", "H", "H", "H", "C", "H", "O", "H", "C", "H", "H", "C", "H", "H", "B", "H", "C", "H", "H", "H", "C", "C", "H", "H", "H", "H", "H", "H", "H", "H", "H", "H", "O", "H", "H", "S", "H", "Br", "H", "O", "H", "H", "C", "C", "H", "O", "H", "H", "H", "C", "H", "N", "C", "C", "C", "H", "F", "C", "H", "H", "C", "H", "P", "C", "H", "H", "H", "H", "N", "O", "C", "H", "C", "H", "H", "H", "C", "H", "C", "H", "C", "C", "C", "C"], "positions_angstrom": [[8.1244, -5.3254, -5.5174], [-1.7002, -4.4036, 1.5984], [2.9923, 3.6776, 0.4985], [0.6459, 6.2445, -0.1945], [-2.2690, -0.8859, 0.7005], [-9.5947, 3.9330, -1.3206], [1.6795, 3.4218, -0.5830], [-0.9455, -0.9966, -0.8802], [-5.9601, 5.7828, -0.9776], [-0.9337, -5.6408, -1.1012], [1.2865, 0.6456, 4.4991], [-5.8590, 3.7972, -0.1096], [-5.7518, 1.3860, 2.4069], [-1.3511, -0.1620, -0.2938], [8.4320, -6.4171, -1.9350], [1.6467, 5.1574, 5.6475], [0.4878, 0.7266, -0.7121], [1.5200, -4.2697, 1.6631], [6.8170, -4.2971, -2.4935], [-2.4683, -4.0567, 0.0488], [-11.2190, 4.3500, -0.7854], [6.3931, -4.6326, -0.4929], [3.5121, 0.7560, 3.7434], [0.8258, 5.3937, 4.9769], [3.3566, 1.3908, -0.4134], [-1.4220, 4.6375, 0.6900], [-2.4571, 2.5086, -0.3984], [8.0383, -4.1863, -0.9053], [-1.7760, 1.7524, 1.9800], [-3.3987, -0.0834, 1.3728], [2.3543, -4.7450, 1.1467], [0.6851, 4.7731, 3.7872], [1.0219, -0.2177, 4.1714], [-4.8287, -1.1850, 0.1053], [-4.7404, 3.4162, 1.7016], [7.2951, -4.6760, -5.8014], [0.7103, -3.4281, 0.6932], [1.8784, 2.5948, 2.8005], [-3.0582, 2.7243, 0.3303], [-10.9654, 2.8853, -1.7295], [-6.0012, 5.7596, 0.8071], [5.5818, -4.4375, -4.0751], [3.6483, 3.3497, 4.4910], [-0.7144, 1.8955, 4.2873], [3.7981, 0.7374, 4.6672], [10.0747, -7.1084, -8.0141], [-7.2121, 1.6896, 1.5145], [-10.3014, 2.7090, 0.3116], [-10.4512, 5.3361, 1.0437], [2.6668, -0.0752, 1.2592], [-10.5349, 3.5177, -0.9529], [7.8920, -6.7370, -6.0286], [0.0849, 6.1413, 5.2358], [0.0269, 1.8356, 1.0086], [0.9201, -5.0586, 2.1187], [4.4809, 2.7915, 2.2362], [3.3617, 2.2975, -0.9989], [-0.1116, -2.9158, 1.2164], [-11.6832, 3.5318, 3.1985], [1.0033, 3.0320, 4.6878], [1.3529, -2.6474, 0.2815], [-0.0426, 0.4996, 0.2112], [-9.7594, 4.9971, 2.6190], [-9.6802, 3.4383, 1.3557], [-4.9670, 1.3502, -0.3954], [-0.6103, 2.5666, 3.4466], [3.6189, -5.3428, -2.8750], [-9.6258, 1.8814, 0.0886], [-5.7461, 3.2171, 1.3024], [8.7066, -7.3992, -5.7129], [-0.9022, 4.8701, 1.6086], [2.2412, 1.2787, 3.7236], [4.9259, -1.5788, -0.5314], [-5.5710, 0.8124, 0.3335], [-12.2175, 5.1692, 2.7848], [-1.6635, -1.3649, 1.4688], [8.4410, -6.5082, -9.2639], [-5.5634, 5.3098, -0.0833], [4.2461, -0.8101, -0.1857], [-6.4303, 3.8002, 1.9223], [10.8364, -6.7411, -8.7024], [-3.3083, 1.0049, 1.3159], [-1.1913, 5.4392, -0.0077], [-11.2373, 2.2612, 0.6619], [10.4544, -6.9797, -6.9997], [-0.1281, -6.0088, 0.4099], [2.1467, 6.5528, 0.7223], [7.9377, -6.5647, -0.2406], [-2.5694, -5.6798, 0.7512], [1.3238, 4.6901, 0.9773], [5.9787, -5.9833, -3.3582], [-4.4901, 5.4878, -0.0473], [3.4207, 3.5222, 3.0892], [-6.4222, 0.4186, -0.2260], [-2.2055, 3.6327, 3.7866], [8.2113, -5.3257, -4.4312], [7.6998, -6.8228, -7.4275], [4.1709, -3.8344, -2.1235], [0.4461, -0.3111, 0.7332], [4.2221, 0.4046, -0.8669], [-11.7580, 4.2622, 2.3918], [6.7918, -6.9174, -1.5306], [3.4147, 4.8783, 2.6643], [-2.4903, 4.7158, 0.8881], [-3.3951, -0.3311, 2.4368], [2.1760, 5.5725, -0.7316], [7.1943, -4.7989, -1.2230], [-5.0700, 3.3702, -0.7307], [-0.7869, 1.6789, 2.2595], [-6.1272, 1.7273, 1.4372], [8.7690, -6.3637, -8.2346], [2.5482, 1.2045, 0.7101], [0.4924, 5.4441, 2.9587], [-0.7271, 0.3567, 2.7581], [-0.6609, -5.2215, -0.1335], [6.9792, -7.1357, -5.5831], [-1.8789, 0.3640, -1.0826], [0.7422, 3.2702, 3.6557], [9.0373, -4.8882, -5.9246], [-0.9385, 3.0879, -0.1678], [-10.3828, 4.5759, 1.8297], [8.9130, -5.2856, -8.0998], [4.5194, -5.3849, -1.3622], [-5.4107, -0.7634, 1.7360], [1.9160, -3.6456, 2.4656], [3.4562, -1.0482, 0.8519], [0.2129, -4.1413, -0.4192], [4.4342, -4.8752, -2.3231], [9.9375, -8.1771, -8.1843], [1.5613, 2.2427, 1.2715], [2.0089, -0.3477, 2.0832], [-6.8273, 3.6117, -0.5682], [-2.7333, -1.7180, 0.1740], [-4.8325, -0.4210, 0.8800], [4.8515, 0.5906, -1.7224], [1.9109, 3.5205, 0.4812], [-12.4274, 3.8529, 1.6345], [1.5833, 5.8175, 0.1510], [7.6102, -6.2599, -1.2348], [5.7241, -4.9443, -3.1211], [-1.9208, -4.8151, 0.6117]], "atomic_forces_ev_per_a": [[0.092, 0.012, -0.149], [-0.004, -0.066, 0.030], [0.089, -0.261, 0.170], [-0.062, 0.112, 0.059], [-0.195, 0.553, 0.000], [0.006, -0.028, -0.019], [-0.252, -0.264, 0.007], [0.285, 0.018, 0.090], [0.035, 0.216, 0.013], [0.073, 0.063, -0.050], [-0.542, 0.835, -0.232], [0.952, 0.636, 0.327], [-0.060, -0.041, 0.056], [0.182, -1.097, -0.448], [0.022, 0.009, 0.022], [-0.840, -0.849, 0.794], [0.418, -0.074, 0.136], [-0.081, -0.121, 0.000], [0.052, 0.205, -0.065], [-0.015, -0.048, -0.026], [-0.057, -0.043, -0.017], [-0.016, -0.052, -0.002], [-0.232, 0.708, 0.125], [-0.003, -0.600, -0.482], [0.162, 0.308, -0.323], [-0.024, 0.278, 0.412], [0.338, -0.287, 0.647], [-0.011, 0.062, -0.083], [-0.046, -0.390, 0.042], [-0.550, -0.742, 0.533], [0.034, 0.052, 0.003], [-0.440, 0.758, 0.087], [0.252, -0.255, 0.352], [0.171, -0.190, 0.108], [0.108, -0.062, -0.069], [-0.015, -0.002, 0.023], [0.032, 0.081, 0.115], [-0.104, -1.895, -0.128], [-0.283, 0.105, -0.238], [0.018, -0.018, 0.001], [-0.131, 0.202, -0.094], [0.117, 0.070, 0.017], [0.249, -0.666, -0.136], [0.190, -0.421, -0.237], [0.230, -0.501, -0.070], [-0.026, -0.057, 0.102], [-0.080, -0.205, -0.209], [-0.105, -0.026, -0.110], [-0.041, -0.017, -0.016], [-0.504, 0.345, 0.246], [0.022, 0.120, 0.063], [0.085, 0.032, 0.113], [1.035, 1.193, -0.344], [-0.209, -0.153, 0.201], [-0.023, 0.046, 0.051], [0.016, -0.329, 0.041], [-0.114, 0.133, 0.126], [0.020, -0.093, 0.052], [0.007, 0.020, 0.019], [-0.136, -0.367, 0.013], [0.001, -0.048, -0.101], [-1.237, 0.220, -0.583], [0.081, -0.065, -0.028], [0.284, -0.071, 0.070], [0.182, -0.013, 0.039], [-0.044, 0.269, 1.417], [0.003, 0.026, -0.029], [0.054, 0.018, 0.089], [-0.597, -0.139, -0.278], [0.035, 0.039, 0.005], [0.090, -0.086, -0.008], [0.630, -1.068, -0.266], [-0.099, -0.258, 0.222], [-0.755, -0.690, 0.082], [0.020, 0.010, 0.009], [0.134, 0.024, -0.027], [-0.094, -0.025, 0.031], [-0.288, -0.480, 0.045], [0.254, 0.613, -0.621], [0.071, -0.039, 0.222], [-0.016, 0.001, -0.020], [0.246, 0.031, -0.125], [0.001, -0.006, -0.131], [-0.028, 0.039, -0.014], [0.034, 0.059, -0.020], [-0.014, 0.020, 0.048], [-0.047, 0.056, 0.093], [0.019, 0.020, 0.003], [-0.001, -0.007, -0.023], [-0.652, -0.508, -0.287], [-0.031, -0.022, 0.047], [0.111, 0.083, -0.003], [-0.923, 2.112, 1.331], [-0.002, 0.144, -0.191], [0.041, -0.089, -0.452], [-0.029, 0.032, 0.005], [-0.185, -0.073, -0.075], [-0.047, -0.004, -0.029], [0.357, 0.220, 0.120], [-0.410, -0.235, 0.669], [-0.009, -0.122, -0.042], [-0.020, -0.004, 0.065], [0.146, -0.308, -0.778], [-0.123, -0.308, -0.060], [0.183, 0.159, 0.085], [0.013, -0.208, 0.025], [-0.007, -0.095, 0.100], [-0.312, -0.278, -0.328], [-0.173, 0.321, -0.259], [0.665, 0.694, 0.195], [0.126, 0.065, -0.015], [0.366, -0.971, -0.144], [-1.253, -0.499, -0.135], [0.050, 0.017, 0.017], [-0.065, -0.113, 0.089], [-0.035, -0.034, -0.097], [-0.225, 0.502, 0.391], [2.030, 0.990, -0.230], [0.040, -0.040, 0.045], [0.275, 0.694, -0.892], [-0.125, 0.096, 0.003], [0.040, -0.006, 0.033], [-0.028, -0.060, -0.031], [-0.081, -0.382, -0.115], [0.048, 0.022, -0.037], [0.130, -0.247, 0.078], [-0.013, 0.137, -0.201], [0.046, 0.025, 0.150], [0.001, 0.003, -0.028], [0.335, 1.321, 0.024], [0.069, -0.085, 0.033], [-0.096, -0.200, 0.107], [-0.041, 0.038, -0.125], [0.125, 1.034, -0.120], [0.052, -0.073, -0.063], [0.503, 0.560, -0.611], [-0.021, 0.068, -0.019], [0.290, 0.251, 0.047], [-0.052, -0.029, -0.107], [-0.140, -0.119, 0.024], [0.045, 0.126, 0.036]], "charge": 1, "multiplicity": 1, "e_homo_ev": -10.6, "orbital_gap_ev": 7.3, "total_energy_ev": -163567.6175}